Arrangement P

This record from OMol25 describes C4H11NOP as an isolated structure. The level of theory is ωB97M-V with the def2-TZVPD basis set.

Each line ends with the natural charge from an NBO analysis.
Atoms and positions in Å:
C 1.3145 -0.5703 -0.2678  0.36
C -0.4212 0.5581 1.4118  -0.71
C -1.0361 0.9705 -1.1139  -0.65
C -0.4736 0.0116 0.0282  0.08
N -1.0086 -1.4316 -0.0530  -0.76
O 1.3351 -1.6816 -0.6563  -0.53
P 2.5391 0.6150 0.2534  0.36
H -1.4384 0.7420 1.8796  0.25
H -0.1193 1.5711 1.4220  0.26
H 0.1107 -0.0187 2.1873  0.24
H -2.0919 1.2251 -0.8085  0.24
H -0.8927 0.4218 -2.0543  0.24
H -0.5435 2.0114 -0.9644  0.25
H -1.2354 -1.6790 0.8632  0.42
H -0.0643 -1.9549 -0.3975  0.44
H -1.8005 -1.7978 -0.6920  0.45
H 3.4226 -0.3564 -0.2037  0.03
H 2.4036 1.3637 -0.8339  0.02

The HOMO energy comes out at -13.816 eV. The total charge is +1. The calculation puts the molecular weight at 120.112 g/mol. For the HOMO-LUMO gap, the calculation gives 10.14 eV.



Arrangement Q

This record from OMol25 describes an isolated ion of composition C4H11NOP and charge +1. The level of theory is ωB97M-V with the def2-TZVPD basis set.

Each line ends with the natural charge from an NBO analysis.
Atoms and positions in Å:
C -0.5454 0.9364 -0.0211  0.09
C -1.3531 1.7067 -1.0531  -0.69
C 0.7351 -1.6340 1.4671  -0.41
C -0.7462 0.4509 1.2828  0.05
N -0.1541 -0.5734 1.8792  -0.57
O 0.7738 0.3631 -0.7424  -0.70
P 0.5835 -0.9911 -1.9672  0.68
H -1.0110 2.7449 -1.1648  0.24
H -1.0852 1.3256 -2.1012  0.22
H -2.4540 1.5792 -0.9122  0.28
H 0.3705 -2.6200 1.9422  0.23
H 0.7721 -1.7900 0.2742  0.18
H 1.7136 -1.5748 1.9581  0.23
H -1.3458 1.1787 1.9927  0.26
H 0.9210 1.1404 -1.2288  0.53
H -0.1522 -0.5067 2.9520  0.42
H 1.1955 -0.3187 -3.0395  -0.02
H 1.7817 -1.4173 -1.5180  -0.03

The HOMO energy comes out at -12.192 eV. The total charge is +1. The calculation puts the molecular weight at 120.112 g/mol. For the HOMO-LUMO gap, the calculation gives 7.93 eV.



Relative energies, unit eV: arrangement P 0.000; arrangement Q 1.563



Arrangement P

This record from OMol25 describes one molecule with the formula C6H12S2. The level of theory is ωB97M-V with the def2-TZVPD basis set.

Each line ends with the natural charge from an NBO analysis.
Atoms and positions in Å:
C 2.8517 1.1960 0.5142  -0.60
C 1.7830 0.0995 0.6752  -0.57
C 0.5304 -2.1886 -0.4694  -0.40
C -0.5897 -2.3412 0.2326  -0.34
C -1.9515 0.1725 -0.6105  -0.54
C -2.7366 1.5913 -0.4671  -0.61
H 2.5702 2.0248 -0.2112  0.20
H 3.0698 1.6629 1.4157  0.21
H 3.7097 0.7495 0.1732  0.21
H 2.0788 -0.4753 1.6344  0.22
H 0.8303 0.5884 1.0998  0.22
H 1.1821 -3.0693 -0.7401  0.23
H -0.8641 -3.4828 0.3509  0.24
H -2.6520 -0.3975 -1.4078  0.21
H -0.8760 0.2710 -1.0540  0.24
H -2.2445 1.9594 0.5145  0.21
H -2.6472 2.2171 -1.3089  0.22
H -3.8472 1.3574 -0.2942  0.21
S 1.6447 -0.8501 -0.8162  0.25
S -1.8418 -1.0849 0.7690  0.19

The SMILES is CCS/C=C\SCC. The HOMO energy comes out at -8.244 eV. The total charge is 0. The calculation puts the molecular weight at 148.296 g/mol. For the HOMO-LUMO gap, the calculation gives 9.07 eV.



Arrangement Q

This record from OMol25 describes one molecule with the formula C6H12S2. The level of theory is ωB97M-V with the def2-TZVPD basis set.

Each line ends with the natural charge from an NBO analysis.
Atoms and positions in Å:
C 0.1914 2.2682 -1.2337  -0.61
C 0.0680 0.7768 -0.9520  -0.24
C -0.7604 0.1999 0.1547  -0.15
C -1.4906 1.0892 1.1368  -0.62
C 0.7657 0.1027 0.2010  -0.17
C 1.5504 0.8818 1.2354  -0.62
H 0.2462 2.8381 -0.3351  0.20
H -0.6795 2.5931 -1.8059  0.22
H 1.1172 2.4775 -1.8119  0.22
H 0.0542 0.1963 -1.8779  0.23
H -2.4857 1.2827 0.7802  0.22
H -1.5576 0.5793 2.1201  0.22
H -0.9909 2.0382 1.2943  0.22
H -0.9069 -1.9560 -0.8962  0.15
H 2.5677 1.0636 0.8541  0.23
H 1.1350 1.8525 1.4384  0.21
H 1.6028 0.3500 2.2032  0.22
H 1.3831 -2.0932 0.9296  0.13
S -1.8081 -1.2478 -0.1490  -0.03
S 1.5935 -1.4480 -0.2352  -0.01

The SMILES is C[C@H]1[C@](C)(S)[C@]1(C)S. The HOMO energy comes out at -8.662 eV. The total charge is 0. The calculation puts the molecular weight at 148.296 g/mol. For the HOMO-LUMO gap, the calculation gives 9.42 eV.



Relative energies, unit eV: arrangement P 2.046; arrangement Q 0.000